# 1
Computed, not measured: a structure of composition C7F5NOSeTl in a non-equilibrium geometry, with wB97M-V/def2-TZVPD.

Structure (ORCA input):
```
! wB97M-V def2-TZVPD RIJCOSX def2/J DEFGRID3
* xyz -1 1
Tl -1.060 -0.235 -2.984
F 0.401 -2.548 3.229
C 0.461 -1.640 2.188
C 0.690 -2.107 0.941
F 1.123 -3.367 0.795
C 0.432 -1.262 -0.104
F 0.857 -1.561 -1.400
C -0.077 0.056 0.019
O -0.362 0.824 -0.961
C 0.045 0.548 1.358
F -0.084 1.905 1.648
C 0.277 -0.295 2.438
F 0.306 0.204 3.683
Se -1.484 4.629 -3.382
C -0.935 2.982 -3.656
N -0.589 1.868 -3.812
*
```

As for the electronic energy: -94424.708 eV. The calculation puts the HOMO energy at -4.75 eV. The value obtained for the largest force on an atom is 2.8 eV/Å. For the LUMO energy, the calculation gives 2.7 eV. The HOMO-LUMO gap is 7.5 eV. The energy above the lowest of the compared OMol25 structures with the same formula, charge and spin is 0.347 eV.

Atom charges from the natural (NBO) analysis, given in e for atoms 1 to 6: 0.7916 -0.3262 0.1780 0.3112 -0.3094 0.1767

---

# 2
Computed, not measured: a cluster of 5 separate species, C52H62F7INO21S in total in a non-equilibrium geometry, with wB97M-V/def2-TZVPD.

Structure (ORCA input):
```
! wB97M-V def2-TZVPD RIJCOSX def2/J DEFGRID3
* xyz 1 1
C 10.619 -1.124 1.742
C 10.696 -0.485 3.251
C 10.230 1.090 3.306
C 8.656 1.305 2.830
C 7.679 0.039 3.308
C 6.151 0.423 2.857
C 5.154 -0.908 2.684
C 3.656 -0.302 2.408
C 2.470 -1.419 2.231
N 1.221 -0.634 1.779
C 0.961 -0.157 0.509
S 1.951 -0.281 -1.072
O 2.925 0.960 -1.143
O 1.068 -0.248 -2.381
C 3.043 -1.791 -1.233
F 4.287 -1.658 -0.384
F 3.568 -1.768 -2.650
C 2.287 -3.233 -1.069
F 3.286 -4.173 -0.435
F 1.084 -3.232 -0.211
C 1.855 -3.949 -2.493
F 0.927 -5.076 -2.104
F 2.997 -4.600 -3.202
F 1.035 -3.065 -3.382
C -0.497 0.635 0.737
C -0.293 1.890 -0.345
C -1.258 3.180 -0.058
C -0.469 1.029 2.365
C -1.957 1.528 2.806
C -2.504 1.003 4.249
C -3.572 2.089 4.939
C -4.226 1.282 6.238
O -3.218 0.819 7.212
C -3.450 -0.584 7.611
O -2.563 -1.174 8.459
O 0.680 1.943 2.375
C 0.701 2.870 3.500
C 1.042 2.220 4.966
C 0.173 -0.367 2.881
C -0.661 -1.721 3.149
I -1.003 -2.171 5.311
C -2.091 -1.914 2.412
C -1.965 -3.151 1.293
H 11.202 -0.488 0.933
H 9.534 -1.277 1.324
H 11.116 -2.195 1.804
H 10.096 -1.172 4.001
H 11.833 -0.548 3.608
H 10.406 1.496 4.403
H 10.989 1.690 2.613
H 8.314 2.328 3.330
H 8.640 1.475 1.668
H 7.716 0.045 4.481
H 7.968 -0.980 2.812
H 5.662 1.061 3.739
H 6.070 1.093 1.900
H 5.599 -1.553 1.813
H 5.231 -1.515 3.707
H 3.634 0.493 1.520
H 3.374 0.332 3.379
H 2.305 -1.898 3.313
H 2.726 -2.318 1.528
H -1.465 0.140 0.307
H 0.810 2.284 -0.387
H -0.653 1.438 -1.390
H -2.399 2.909 -0.160
H -1.034 3.532 1.053
H -0.921 4.038 -0.816
H -2.080 2.716 2.807
H -2.741 1.156 1.986
H -3.132 -0.008 4.161
H -1.691 0.810 5.067
H -4.377 2.456 4.166
H -2.902 2.943 5.376
H -5.014 1.916 6.834
H -4.716 0.304 5.768
H -4.313 -1.276 7.218
H -0.244 3.549 3.632
H 1.597 3.630 3.279
H 0.956 3.089 5.770
H 0.429 1.266 5.248
H 2.183 1.892 4.934
H 0.898 -0.318 3.829
H 0.027 -2.632 2.794
H -2.519 -1.005 1.824
H -2.947 -2.264 3.166
H -1.642 -2.604 0.284
H -3.054 -3.568 1.079
H -1.212 -3.985 1.616
C 1.467 -10.096 -5.172
C 0.873 -9.778 -4.020
C 0.739 -8.360 -3.586
O 0.171 -8.096 -2.532
C 1.306 -7.316 -4.454
C 1.903 -7.635 -5.604
C 2.013 -9.051 -6.051
O 2.551 -9.312 -7.122
O 2.441 -6.660 -6.423
O 0.360 -10.755 -3.188
H 1.570 -11.123 -5.501
H 1.217 -6.291 -4.118
H 2.814 -7.142 -7.193
H -0.018 -10.272 -2.421
C -4.962 6.923 -2.554
C -4.831 6.418 -1.326
C -4.759 4.948 -1.097
O -4.620 4.515 0.041
C -4.866 4.063 -2.267
C -5.001 4.568 -3.495
C -5.044 6.038 -3.726
O -5.150 6.472 -4.868
O -5.104 3.741 -4.598
O -4.756 7.244 -0.219
H -5.014 7.989 -2.735
H -4.830 2.996 -2.085
H -5.191 4.344 -5.369
H -4.663 6.641 0.550
C -2.113 2.740 -8.694
C -0.910 3.221 -9.016
C 0.104 3.533 -7.971
O 1.207 3.955 -8.299
C -0.270 3.322 -6.564
C -1.474 2.845 -6.241
C -2.477 2.507 -7.288
O -3.569 2.053 -6.962
O -1.832 2.647 -4.921
O -0.561 3.445 -10.335
H -2.858 2.507 -9.444
H 0.470 3.570 -5.813
H -2.749 2.295 -4.949
H 0.357 3.792 -10.307
C -8.156 1.333 1.168
C -6.850 1.547 0.996
C -6.094 0.878 -0.099
O -4.899 1.109 -0.244
C -6.826 -0.053 -0.972
C -8.131 -0.270 -0.797
C -8.892 0.420 0.280
O -10.095 0.215 0.404
O -8.824 -1.146 -1.613
O -6.151 2.401 1.829
H -8.719 1.814 1.958
H -6.261 -0.547 -1.752
H -9.750 -1.129 -1.287
H -5.227 2.389 1.499
*
```

As for the electronic energy: -137346.696 eV. The calculation puts the HOMO energy at -11.19 eV. The value obtained for the largest force on an atom is 9.8 eV/Å. For the LUMO energy, the calculation gives -5.3 eV. The HOMO-LUMO gap is 5.8 eV.

Atom charges from the Mulliken analysis, given in e for atoms 1 to 6: -0.8793 -0.3460 -0.6407 -0.5666 -0.3581 -0.6969

---

# 3
Computed, not measured: a cluster of 2 separate species, C4H13N2O2 in total in a non-equilibrium geometry, with wB97M-V/def2-TZVPD.

Structure (ORCA input):
```
! wB97M-V def2-TZVPD RIJCOSX def2/J DEFGRID3
* xyz -1 1
C -0.042 -0.361 0.322
C -0.525 1.084 0.210
C -0.943 1.655 1.581
N -2.400 1.486 1.889
N -0.648 -1.175 -0.770
C 0.364 -1.878 -1.638
O 1.429 -1.154 -1.999
H 1.048 -0.390 0.082
H -0.248 -0.833 1.282
H -1.418 1.118 -0.443
H 0.201 1.716 -0.315
H -0.300 1.188 2.331
H -0.857 2.738 1.542
H -2.769 0.715 1.345
H -2.518 1.364 2.883
H -1.147 -0.523 -1.351
H 0.585 -2.805 -1.027
H -0.239 -2.227 -2.490
H 4.226 -0.833 -1.023
H 2.674 -0.706 -1.352
O 3.526 -0.177 -1.061
*
```

As for the electronic energy: -11433.881 eV. The calculation puts the HOMO energy at -3.55 eV. The value obtained for the largest force on an atom is 2.4 eV/Å. For the LUMO energy, the calculation gives 3.8 eV. The HOMO-LUMO gap is 7.3 eV. The energy above the lowest of the compared OMol25 structures with the same formula, charge and spin is 0.856 eV.

Atom charges from the natural (NBO) analysis, given in e for atoms 1 to 6: -0.2619 -0.4176 -0.2145 -0.8629 -0.6819 0.1377

---

# 4
Computed, not measured: a structure of composition C4H6F3InNO5 in a non-equilibrium geometry, with wB97M-V/def2-TZVPD.

Structure (ORCA input):
```
! wB97M-V def2-TZVPD RIJCOSX def2/J DEFGRID3
* xyz 1 1
In -16.064 -7.788 -2.207
N -18.776 -8.967 -0.595
O -19.627 -9.378 0.118
O -18.970 -8.801 -1.832
O -17.619 -8.661 -0.199
C -14.595 -11.154 -3.868
O -15.642 -11.917 -3.436
O -14.637 -9.984 -3.380
C -13.187 -11.864 -3.530
F -12.966 -11.747 -2.249
F -13.236 -13.132 -3.882
F -12.235 -11.284 -4.242
C -16.118 -12.997 -4.285
C -17.284 -13.654 -3.556
H -18.212 -13.124 -3.742
H -17.377 -14.689 -3.894
H -17.042 -13.782 -2.502
H -15.307 -13.718 -4.414
H -16.447 -12.623 -5.256
H -14.580 -11.032 -4.991
*
```

As for the electronic energy: -29281.908 eV. The calculation puts the HOMO energy at -12.88 eV. The value obtained for the largest force on an atom is 3.3 eV/Å. For the LUMO energy, the calculation gives -10.1 eV. The HOMO-LUMO gap is 2.8 eV.

Atom charges from the natural (NBO) analysis, given in e for atoms 1 to 6: 0.9915 0.7145 -0.2670 -0.4367 -0.4728 0.2365